{
  "formula": "C5H10NO",
  "method": "ωB97M-V/def2-TZVPD",
  "total_charge": -1,
  "mol_weight_g_mol": 100.14,
  "de_lowest_kj_mol": 401.2,
  "energy_ev": -8879.9599,
  "species": ["O", "N", "C", "C", "C", "C", "C", "H", "H", "H", "H", "H", "H", "H", "H", "H", "H"],
  "coordinates": [[3.444473, 0.430756, -0.635981], [3.500082, -0.812757, -0.272436], [-0.242417, -0.361631, 0.888413], [0.749771, -1.476054, 0.707155], [-0.302495, 0.577046, -0.279632], [-1.497980, 0.444822, -1.224279], [-1.416104, 1.590076, -0.271172], [-2.146663, -0.323997, -0.652417], [0.689285, -2.220210, -0.079677], [-1.202055, -0.826318, 1.266160], [0.871204, -2.248964, 1.567699], [-2.173453, 1.785948, 0.504473], [-1.240954, 2.572740, -0.545853], [0.115790, 0.326625, 1.664596], [0.566999, 1.022542, -0.778604], [-1.418871, 0.681546, -2.253671], [1.703387, -1.162171, 0.395229]],
  "forces_ev_per_angstrom": [[0.0, -2.3, 0.7], [0.3, 2.4, -0.9], [0.5, -0.4, 0.7], [0.2, -2.8, 1.3], [-1.6, 0.9, -1.1], [-0.7, -1.0, 3.1], [-0.9, 0.0, 1.3], [0.5, 0.9, -2.4], [-1.5, 0.1, -0.9], [0.4, 1.1, -0.8], [-0.2, 1.8, -0.6], [0.3, -1.3, 0.2], [1.0, 1.6, -1.5], [0.0, -0.6, 0.5], [0.3, -0.8, 0.8], [-0.3, -0.6, -0.9], [1.7, 1.0, 0.4]],
  "nbo_charge": [-0.58, -0.36, -0.41, -0.66, -0.21, -0.44, -0.44, 0.21, 0.20, 0.18, 0.17, 0.19, 0.20, 0.20, 0.26, 0.21, 0.28]
}